Computed, not measured: a 3-piece molecular cluster, C32H32F11IN7O7 overall in a non-equilibrium geometry, with ωB97M-V/def2-TZVPD.

Structure (XYZ):
```
90
Properties=species:S:1:pos:R:3:forces:R:3
H -6.2656 1.8811 -2.6571 -0.1 0.0 0.0
H -0.6440 4.1532 4.3881 0.2 -0.7 -0.2
H 0.4104 3.9874 1.4770 -0.2 -0.4 -0.5
H 6.7453 -0.7308 1.1425 0.1 -0.2 0.0
F 0.3231 -1.7976 -2.3887 0.2 0.3 0.8
C -0.4822 -3.5265 2.5010 -1.7 -0.4 -0.3
C -6.4028 -2.0916 -3.8166 -0.3 -0.2 0.3
H 3.1194 2.3587 3.9205 -0.3 -0.5 -0.5
H -0.7289 0.2152 1.2787 0.5 0.0 0.4
H 6.3276 -0.5329 -1.1854 -0.1 -0.2 -0.5
H -0.3791 1.6632 2.1422 0.6 -0.5 -0.2
F 1.5410 -2.7395 -0.5450 -0.3 0.7 1.1
C -2.3673 2.6835 -2.9404 1.8 0.6 -0.3
F 2.3679 1.3860 -0.7184 -1.0 -1.0 0.2
C 0.4711 -0.8496 -1.3859 0.0 -0.7 -2.5
C 2.0517 -2.7775 2.7965 0.1 0.7 -0.7
C 1.1471 2.8456 3.9224 -1.2 -1.5 -0.5
H 4.9547 1.9589 1.0835 -0.3 -0.1 0.1
C -0.1400 3.6570 0.5858 0.5 -0.3 0.6
N 6.7790 -1.6990 0.8339 -0.5 0.5 -0.4
O -7.0236 -2.0722 -5.0286 0.5 0.4 0.3
F -0.7701 -0.7204 -0.8742 0.7 0.4 0.7
C -0.0103 -2.4780 1.7182 1.1 0.9 0.0
H 2.0681 -4.3873 4.2091 -0.3 0.4 -0.4
H -3.8939 -1.6316 -5.6274 0.0 0.1 0.2
H -0.2885 1.4440 -1.9625 0.0 0.3 0.3
C 5.6594 -2.0593 -0.0315 -0.5 -1.8 -0.8
C 1.9410 -0.8671 0.9611 0.5 -1.5 0.8
F -6.2952 -2.3210 -7.1462 -0.1 0.1 0.0
O -6.9688 -2.1005 -2.7734 0.1 0.0 -0.1
C -6.0355 -1.7001 -5.9732 -0.2 -0.4 -0.4
H 3.7560 -3.0598 0.2190 -0.4 0.7 0.2
C 0.0820 3.3821 4.1510 1.1 0.9 0.1
H -0.7063 -1.9826 1.0303 0.3 -0.4 0.3
C 1.4213 0.5799 1.4651 0.1 0.1 -0.1
C 1.5231 1.7247 0.3127 0.5 2.9 -0.3
C 2.1743 1.7760 3.7167 0.8 2.5 1.8
H -4.5825 -3.2650 -5.5894 -0.2 0.0 -0.1
N 4.0501 -0.4761 2.4093 -0.5 1.6 -0.8
H 2.1998 1.0852 4.5883 -0.6 0.2 -0.7
C -6.8559 1.6639 -1.7633 -0.6 0.0 0.1
C -1.2290 4.4387 0.2402 -0.7 0.2 -0.5
H -1.5465 -3.7946 2.3822 0.6 0.1 0.0
C 3.7257 0.8477 2.3447 -0.5 -2.3 0.0
C 1.3492 -2.0283 1.8327 -1.3 -1.1 1.2
O -1.7120 0.1847 3.5204 0.4 0.1 -0.2
C 0.2704 2.4903 -0.1434 -1.7 1.1 -0.4
O -5.0961 3.0767 0.7234 0.0 0.0 -0.1
F -3.0993 1.5633 -2.8349 -0.2 0.6 -0.1
H -2.8572 4.7425 -1.2621 0.4 0.0 0.5
F 2.2645 2.8219 0.8209 -0.2 -1.1 0.5
C -0.0191 0.6194 2.0271 -0.2 0.2 -0.1
N 4.6947 1.7640 2.0425 0.5 0.8 1.9
C -1.6183 3.0467 -1.6531 -0.1 0.2 0.4
N 0.1872 -4.2738 3.3957 0.8 1.7 -1.1
C 1.4403 -3.8348 3.4873 1.1 -0.8 0.9
H 6.8281 -2.3405 1.6204 0.1 0.2 -0.1
H -7.1935 0.0181 -0.3905 -0.1 0.1 -0.1
F 2.7001 -1.2107 -1.3796 -0.3 1.0 0.9
H 6.7804 -3.3080 -1.1172 0.1 -0.3 0.4
N 5.5564 -1.1938 -1.2043 0.2 1.2 1.4
C -4.7680 -2.2168 -5.3487 0.6 0.0 0.0
C -0.5314 0.0645 3.3911 -1.5 -0.2 -0.4
H -1.5075 5.3064 0.8536 0.3 -0.5 -0.2
N 5.9719 -3.4430 -0.5032 -0.2 0.8 -0.1
C 1.6354 -1.3562 -0.4931 0.2 -1.6 -2.1
C -6.3969 0.4578 -0.9926 0.2 -0.6 -0.1
O -5.0495 -2.0911 -3.9529 -0.4 0.1 -0.2
H -5.9763 -0.3125 -1.6322 0.2 0.0 0.2
H 5.0557 -0.6317 2.4709 -0.1 0.2 -0.5
C 4.2749 -2.2493 0.7496 1.4 -0.6 -0.2
F -1.4338 2.4485 -3.9173 -0.5 -0.2 0.3
H 5.2224 -3.6726 -1.1629 0.1 -0.3 0.3
I 0.3141 -0.9167 5.0908 0.5 0.2 0.0
H -6.0589 -0.6178 -6.1196 -0.1 0.0 -0.1
N 2.3683 1.0805 2.4733 1.1 -0.3 -0.4
F -8.1635 1.5686 -2.0977 0.0 0.1 -0.1
H 5.5216 -1.7015 -2.0769 0.1 0.1 0.1
O -6.6991 2.7147 -0.8247 0.6 -0.3 -0.1
C 3.5241 -0.9405 1.0279 0.1 0.0 -0.2
H 5.2031 2.2251 2.7865 0.0 0.1 -0.4
O -5.4003 1.0165 -0.1300 -0.2 0.5 -0.1
H 0.8345 0.0073 -1.9853 -0.4 0.1 1.0
F -3.0948 3.7153 -3.4048 -0.3 -0.8 0.5
C -5.6769 2.3389 -0.0034 0.1 0.1 0.4
H 4.6224 -2.7107 1.6961 -0.6 0.2 -0.4
H 3.0900 -2.5443 3.0371 -0.5 -0.2 0.0
C -0.5127 2.2582 -1.2717 0.1 -0.8 -0.7
C -2.0058 4.1562 -0.9038 0.6 -0.8 -0.2
H 3.9379 -0.1632 0.3457 -0.4 -0.8 -0.2
```
Positions in Å, forces in eV/Å.

Charge: +1
Total energy, eV: -96446.596
HOMO-LUMO gap, eV: 6.444
HOMO energy, eV: -11.86



Computed, not measured: a 3-piece molecular cluster, C32H32F17I2NO8 overall in a non-equilibrium geometry, with ωB97M-V/def2-TZVPD.

Structure (XYZ):
```
92
Properties=species:S:1:pos:R:3:forces:R:3
C 3.8493 -1.9553 5.6012 0.4 -0.8 0.0
O 3.4677 4.9116 0.3051 0.0 -0.8 -1.1
H 4.7597 4.2465 -2.7958 -0.6 -0.3 1.0
C 1.3753 1.1062 -1.0441 0.1 0.7 1.3
H 3.7738 1.2015 -2.6208 -1.3 0.4 0.0
C 4.1639 -0.5343 6.1083 0.3 -0.2 -0.8
H -2.6145 -0.4182 -1.8613 0.3 -0.5 -1.2
C 0.3364 1.9021 -4.8767 0.7 0.8 -0.1
H 3.1688 -2.4900 6.2674 -0.1 0.3 0.0
H 2.7616 3.7758 -3.7175 -0.1 -0.4 1.2
F -2.8614 -4.2319 3.8717 -0.2 0.4 -0.3
C -2.9029 -2.5622 -2.0475 0.0 0.4 -0.4
H 1.8990 3.6003 -2.1558 0.6 -0.6 -0.5
C -3.3910 2.5768 -6.2255 1.8 1.0 0.5
C -0.9883 2.5506 -5.3774 -1.8 1.8 -1.2
C 3.0349 0.1868 6.8456 -0.2 0.6 0.5
C -0.7840 -1.3617 -2.7669 -0.5 1.3 0.1
H 2.4244 -0.7968 2.0472 0.0 -0.3 0.3
H -4.5333 5.7866 -7.1800 -0.1 -1.2 0.0
C -4.2377 -5.1313 6.5777 -0.8 -0.3 0.2
C -1.7139 -4.7110 6.0759 0.8 -0.3 0.0
F 3.6451 1.4669 0.1667 -1.7 -0.2 -0.9
H -0.3415 -0.9784 -1.8027 -0.3 -0.4 -1.1
O -1.3852 -3.4994 5.3961 -1.2 0.2 -0.2
F -3.8035 -2.0010 5.4731 0.2 -0.1 0.0
F 1.3831 -1.8193 5.0373 -0.3 0.1 -0.3
H -0.4517 -2.4402 -2.8259 -0.5 1.1 -0.3
H -4.3259 2.0198 -6.4706 1.0 0.4 0.2
F 4.6243 0.2089 5.0774 -0.2 0.1 0.1
F 3.4424 1.4248 7.2238 0.3 -0.2 0.0
C -0.1179 -0.4758 -3.9113 3.4 -1.3 2.1
H -2.4795 -3.4499 -2.5857 -0.6 0.9 0.5
H -5.1178 4.1259 -7.7946 0.4 0.6 0.7
C 4.1005 3.8142 -1.9870 0.3 0.4 -0.2
H -2.3058 -1.0353 4.6051 0.2 -0.1 -0.1
O 2.0107 -1.6990 -4.5831 -0.8 0.0 0.3
C -4.7055 4.7033 -6.9306 0.6 0.1 1.0
H -1.8055 -5.5504 5.3835 -0.3 0.1 0.0
C -3.3901 4.0348 -6.3915 1.1 -1.2 0.5
C 2.8052 3.2497 -2.7179 0.4 0.4 -0.4
C 3.7061 5.0332 -1.0816 -0.2 0.7 -0.1
H -0.0794 4.5886 -5.2919 -0.9 -0.5 -0.2
H 2.5687 4.5775 0.4715 0.5 0.0 -0.1
F -2.9539 -3.4134 7.6051 -0.2 -0.1 -0.1
H -4.2017 -6.1778 6.2666 0.2 0.0 0.0
C 0.2359 1.0427 -3.5401 -1.2 -0.2 -1.0
F -3.7033 -1.6636 3.3282 0.2 -0.2 -0.1
F 2.4127 0.4671 3.5722 0.0 -0.2 0.0
O 3.6001 6.1346 -1.5519 0.2 -0.8 0.0
C 1.4079 -1.0116 -3.8235 0.5 0.6 0.8
C -2.2160 1.8425 -5.7497 0.0 1.9 -0.1
C -2.8754 -4.6602 7.0873 0.5 0.7 0.0
H -5.4749 4.6925 -6.1013 0.8 -0.1 -0.9
F 1.7108 -2.9836 3.2511 0.0 0.3 -0.3
C -2.1225 -3.1722 4.2520 1.0 -1.2 0.5
H 0.5113 0.5398 -0.5890 1.0 0.4 -0.6
H 4.7889 -2.5079 5.6639 0.0 0.2 -0.1
C 2.8410 1.6952 -3.0205 -0.7 0.7 -1.4
N -1.5336 -2.9729 -5.6008 0.2 -0.7 -0.1
F -5.1654 -5.0224 7.5622 0.3 0.0 0.1
O -0.4357 -0.7738 -5.2861 -1.3 -1.4 0.3
H -2.8716 -0.9874 -3.6153 0.6 -0.1 0.9
I -1.2415 2.1685 -2.3639 -0.1 -0.3 0.1
I -2.2529 -2.7774 0.0442 -0.2 0.1 -0.7
H -4.0192 -2.5964 -2.0110 1.1 0.0 -0.1
H 4.7201 3.0418 -1.4673 -0.9 0.6 -0.2
F -1.2183 -2.9732 3.2683 -0.2 0.4 0.0
H -0.8193 -4.9319 6.6616 -0.1 0.2 0.1
H 1.2380 2.1711 -0.7212 0.0 -0.9 -0.7
O 2.7743 -0.5406 0.0953 -0.2 0.6 -0.3
C -2.9527 -1.8976 4.4310 -0.3 0.7 0.1
H 2.7412 -0.3579 7.7459 0.1 -0.1 0.0
H 0.8378 1.3503 -5.7292 -0.6 0.2 1.1
O 3.4646 -2.0917 4.2333 -0.8 0.9 0.2
F 1.9431 0.3649 6.0749 0.1 -0.1 0.0
C 2.1195 -1.8779 3.9092 0.7 -1.0 0.8
F -2.5276 -5.4770 8.1253 -0.2 -0.3 -0.3
C 1.5179 0.9059 -2.6085 2.6 -0.2 1.7
C -0.9037 -2.0274 -5.4431 0.2 2.8 0.3
H -2.1549 5.8778 -6.1762 0.2 -1.2 0.3
H -2.2834 0.7354 -5.6598 0.1 1.0 -0.1
C 1.9232 -0.6579 3.0053 0.1 0.4 -0.5
H 2.9187 1.5761 -4.1451 0.1 0.0 1.2
F -4.6890 -4.3906 5.5461 0.1 -0.1 0.1
C -2.3489 -1.1883 -2.6394 -0.2 -1.6 0.9
C -1.0135 4.0277 -5.5359 -1.1 -1.2 -0.5
F 5.2068 -0.6516 6.9826 -0.3 -0.1 0.3
C -2.1695 4.7665 -6.0350 -0.5 -2.2 0.0
F 0.6018 -0.4374 2.7751 -0.1 -0.3 0.1
O 1.9961 -0.4809 -2.6751 -1.5 0.0 -2.0
C 2.6356 0.5890 -0.2405 0.2 -0.8 -0.2
H 1.0361 2.7619 -4.6484 -0.8 -0.9 -0.2
```
Positions in Å, forces in eV/Å.

SMILES string: Cc1ccc(C[C@]2(I)[C@@](CCCC(=O)O)(CC(=O)F)OC(=O)[C@]2(CCCI)OC#N)cc1.FC(F)C(F)(F)COC(F)(F)C(F)F.FC(F)C(F)(F)COC(F)(F)C(F)F
Total energy, eV: -113967.570
HOMO-LUMO gap, eV: 8.402
HOMO energy, eV: -9.01